(1)
{
  "formula": "C27H64N2O7S2Sb",
  "method": "ωB97M-V/def2-TZVPD",
  "homo_energy_ev": -4.1,
  "charge": -1,
  "gap_ev": 6.3,
  "elements": ["C", "C", "C", "Sb", "C", "C", "C", "C", "S", "C", "N", "N", "C", "O", "C", "C", "C", "C", "C", "C", "S", "O", "O", "H", "H", "H", "H", "H", "H", "H", "H", "H", "H", "H", "H", "H", "H", "H", "H", "H", "H", "H", "H", "H", "H", "H", "H", "H", "H", "H", "H", "H", "H", "H", "H", "C", "C", "C", "O", "H", "H", "H", "H", "H", "H", "H", "H", "C", "C", "C", "O", "H", "H", "H", "H", "H", "H", "H", "H", "C", "C", "C", "O", "H", "H", "H", "H", "H", "H", "H", "H", "C", "C", "C", "O", "H", "H", "H", "H", "H", "H", "H", "H"],
  "xyz": [[-0.56345, 2.78739, 4.73955], [0.46486, 1.68942, 4.87953], [0.89484, 1.03813, 3.58894], [2.88175, 1.71902, 2.88434], [2.16622, 3.70785, 2.18199], [1.43586, 3.80480, 0.85288], [0.09346, 3.14546, 0.78254], [-0.71323, 3.63377, -0.38958], [-2.30775, 2.75660, -0.58765], [-1.90535, 1.10535, -0.68465], [-1.84022, 0.39832, -1.72821], [-1.50923, -0.87510, -1.30423], [-1.40715, -0.82323, -0.04881], [-1.65117, 0.37709, 0.45741], [2.67967, 0.72450, 0.93250], [3.99916, 0.69390, 0.20212], [4.02437, -0.26139, -0.94847], [2.81972, -0.09192, -1.85526], [5.25911, 0.02704, -1.78059], [3.84890, -0.13257, 3.89590], [3.62679, -1.69114, 3.27166], [4.44478, -1.88867, 2.12809], [2.23473, -1.98999, 3.15980], [-0.38423, 3.42616, 3.90091], [-0.52607, 3.41860, 5.60808], [-1.55344, 2.37342, 4.72293], [1.31702, 2.02818, 5.43983], [0.00717, 0.92999, 5.48464], [0.97043, -0.00850, 3.79633], [0.14759, 1.14091, 2.82899], [4.52979, 2.19868, 2.44923], [3.15557, 2.48914, 4.47380], [1.53978, 4.11370, 2.95392], [3.00763, 4.36884, 2.13893], [2.05864, 3.43739, 0.06035], [1.29130, 4.84965, 0.61318], [0.23210, 2.09928, 0.67105], [-0.48943, 3.25311, 1.67400], [-0.17711, 3.57045, -1.31454], [-1.02669, 4.63676, -0.20379], [-1.14586, -1.66800, 0.53667], [1.99097, 1.22471, 0.27378], [2.31989, -0.28137, 1.00993], [4.24290, 1.68059, -0.13748], [4.74701, 0.38910, 0.91265], [4.06826, -1.28386, -0.61895], [1.96889, -0.59218, -1.44198], [2.56667, 0.95321, -1.89471], [3.01423, -0.42418, -2.84742], [6.12464, 0.01015, -1.14930], [5.15371, 1.00839, -2.20043], [5.37465, -0.69663, -2.55968], [3.48666, -0.15520, 4.90398], [4.90543, 0.01638, 3.96213], [4.12113, -2.51623, 4.22430], [-3.30877, -5.13727, 0.09685], [-2.63817, -5.69834, 1.34263], [-1.42364, -4.87086, 1.72922], [-2.26403, -7.06342, 1.12660], [-2.62234, -5.16228, -0.75314], [-4.17885, -5.73637, -0.17411], [-3.62989, -4.10634, 0.25148], [-3.35130, -5.71118, 2.16862], [-0.68111, -4.88401, 0.92770], [-0.94397, -5.27315, 2.61860], [-1.69737, -3.83646, 1.92664], [-1.63061, -7.07396, 0.40362], [-6.69988, -4.12311, 1.92642], [-7.76782, -5.08395, 1.42706], [-7.31287, -5.81595, 0.17425], [-8.98392, -4.37787, 1.17000], [-6.48504, -3.36150, 1.17229], [-7.04156, -3.60418, 2.82144], [-5.77122, -4.64534, 2.15924], [-8.00228, -5.80781, 2.20738], [-7.11632, -5.10706, -0.63443], [-8.08928, -6.49731, -0.17386], [-6.40335, -6.38808, 0.35753], [-8.80179, -3.73011, 0.48332], [0.16724, 8.88370, -2.27736], [-0.31568, 7.45629, -2.48925], [-1.53290, 7.41039, -3.40133], [-0.61540, 6.84544, -1.23693], [-0.61403, 9.48105, -1.79940], [1.03795, 8.89735, -1.62286], [0.43374, 9.35789, -3.22284], [0.48721, 6.86082, -2.92312], [-2.36221, 7.96597, -2.95489], [-1.86443, 6.38215, -3.54181], [-1.31453, 7.84312, -4.37850], [-1.32344, 7.34858, -0.82358], [1.44029, -2.64162, -6.35480], [2.65110, -2.65699, -5.43180], [3.34837, -4.01033, -5.45579], [2.26483, -2.32327, -4.10456], [0.70732, -3.38457, -6.02988], [0.95379, -1.66743, -6.32645], [1.72160, -2.86236, -7.38601], [3.35299, -1.88085, -5.73887], [2.66901, -4.79197, -5.10563], [4.21174, -4.00414, -4.79140], [3.68322, -4.26958, -6.46166], [1.64175, -2.98898, -3.79770]],
  "forces_ev_per_angstrom": [[0.354, 0.074, 0.619], [-0.464, -0.125, -0.307], [0.566, 0.137, 0.443], [-0.365, 0.895, -0.491], [-0.408, -0.634, -0.331], [0.173, 0.659, 0.441], [-0.141, -0.218, -0.433], [-0.364, -0.881, 0.464], [-0.686, 1.286, 0.137], [0.345, 0.470, 1.224], [0.112, -0.742, -1.156], [-0.094, -0.679, -1.826], [0.136, -0.416, 0.490], [-0.049, 0.573, 0.255], [0.337, 0.290, -0.083], [-0.447, -0.643, 0.945], [0.206, 0.304, -1.308], [0.140, 0.308, 0.690], [-0.241, -0.256, 0.565], [0.032, -0.273, 0.069], [-0.112, 0.609, 0.659], [1.152, -0.437, -1.377], [-1.209, -0.563, 0.125], [0.002, 0.299, -0.692], [-0.064, 0.491, 0.582], [-0.630, -0.157, -0.424], [0.627, 0.371, 0.265], [-0.230, -0.506, 0.636], [0.360, -0.809, -0.259], [-0.431, 0.242, -0.680], [0.046, -0.165, -0.007], [-0.015, -0.144, 0.076], [-0.513, 0.154, 0.615], [0.863, 0.252, 0.032], [0.437, -0.410, -0.594], [-0.077, 0.672, -0.126], [0.156, -1.127, 0.025], [-0.289, 0.311, 0.717], [0.332, 0.065, -0.563], [-0.221, 0.806, -0.216], [0.179, -0.202, 0.832], [-0.603, 0.419, 0.065], [-0.321, -0.735, 0.505], [0.292, 0.791, -0.285], [0.726, -0.015, 0.282], [-0.003, -0.523, 0.482], [-0.692, -0.418, 0.028], [-0.160, 0.701, -0.177], [0.003, -0.464, -0.715], [0.743, 0.031, 0.299], [0.102, 0.637, -0.423], [0.160, -0.452, -0.667], [-0.603, 0.130, 0.663], [0.837, 0.292, -0.195], [0.023, -0.272, 0.181], [-0.177, -0.118, 0.030], [0.295, 0.133, -0.392], [0.035, -0.124, 0.101], [-0.252, 0.032, 0.230], [0.080, 0.090, 0.041], [-0.022, 0.014, 0.037], [0.019, 0.024, -0.035], [0.002, -0.130, 0.024], [-0.033, 0.059, -0.072], [-0.012, -0.017, 0.080], [-0.012, 0.094, 0.015], [0.091, -0.008, -0.058], [-0.058, 0.041, 0.156], [0.234, 0.290, -0.349], [-0.130, -0.134, -0.022], [-0.081, -0.213, 0.214], [0.037, -0.059, -0.078], [-0.007, -0.033, 0.043], [0.022, -0.010, -0.019], [-0.119, 0.013, 0.032], [0.084, 0.056, 0.044], [-0.011, -0.033, 0.041], [0.022, -0.005, 0.002], [0.014, 0.075, -0.060], [0.128, -0.045, 0.065], [-0.308, 0.315, 0.024], [0.009, -0.151, -0.017], [0.170, -0.108, -0.065], [-0.054, 0.009, -0.059], [0.034, -0.021, -0.007], [-0.017, 0.010, -0.014], [0.032, -0.089, 0.070], [0.024, 0.076, -0.007], [0.023, -0.030, -0.013], [-0.001, 0.024, -0.005], [-0.054, 0.057, 0.038], [0.006, 0.150, -0.020], [-0.284, -0.385, 0.010], [0.135, 0.057, 0.045], [0.188, 0.075, -0.194], [0.030, -0.065, -0.014], [0.012, 0.031, 0.002], [0.002, -0.023, -0.004], [0.017, 0.069, 0.072], [-0.053, -0.007, -0.056], [0.027, 0.025, 0.003], [-0.016, -0.011, -0.011], [-0.080, -0.002, 0.075]],
  "mulliken_charge": [-1.2248, -0.5329, -0.7022, 1.3160, -1.7167, -0.3877, 0.7051, -0.7650, -0.3551, 0.5034, -0.4547, -0.2624, -0.3314, -0.1736, -0.9621, -1.3838, 1.2366, -1.4412, -1.9726, -1.2587, 0.8608, -0.5698, -0.5378, 0.1561, 0.3753, 0.3775, 0.2040, 0.4264, 0.4909, 0.1501, -0.2310, -0.2941, 0.4746, 0.4488, 0.1419, 0.5273, -0.4941, 0.2114, 0.5590, 0.2563, 0.7473, 0.0498, 0.4765, 0.3228, 0.4976, 0.2770, 0.2591, 0.2124, 0.4164, 0.4278, 0.4076, 0.4688, 0.5640, 0.4647, 0.0102, -1.1314, 0.5429, -1.3216, -0.5755, 0.4393, 0.2210, 0.2754, 0.1868, 0.3515, 0.3486, 0.3034, 0.3546, -0.9510, 0.3483, -1.1576, -0.5584, 0.3048, 0.3354, 0.1083, 0.2835, 0.3312, 0.3302, 0.2974, 0.3522, -1.3327, 0.4329, -1.2957, -0.4572, 0.3474, 0.3246, 0.3786, 0.2600, 0.3396, 0.3086, 0.3868, 0.3002, -1.3874, 0.5185, -1.3527, -0.4091, 0.3491, 0.3376, 0.3856, 0.2514, 0.3523, 0.3205, 0.3821, 0.2679]
}



(2)
{
  "formula": "C2H4Cl2S",
  "method": "ωB97M-V/def2-TZVPD",
  "homo_energy_ev": [-8.1, -9.0],
  "e_above_lowest_kj_mol": 355.2,
  "gap_ev": [6.8, 8.5],
  "elements": ["C", "C", "S", "Cl", "Cl", "H", "H", "H", "H"],
  "xyz": [[0.32239, 1.35665, -0.62618], [-0.61380, 0.29683, -0.17545], [0.55068, -2.52863, 1.05737], [-1.76565, -0.19136, -1.34439], [-0.65401, -0.35939, 1.32011], [-0.24173, 1.83671, -1.49241], [0.48803, 2.02603, 0.27734], [1.25630, 1.13255, -1.05224], [0.65779, -3.56940, 2.03584]],
  "forces_ev_per_angstrom": [[-1.970, 1.868, 0.709], [0.079, 0.013, -0.898], [0.919, -2.364, 0.808], [-0.167, -0.410, 0.230], [-0.619, 0.828, 0.456], [0.773, 0.077, 1.412], [-0.126, -0.355, -1.393], [1.360, -1.051, -0.264], [-0.250, 1.395, -1.061]],
  "mulliken_charge": [-0.8469, 0.4616, -0.3329, -0.1593, -0.0603, 0.2981, 0.2496, 0.2746, 0.1156]
}



(3)
{
  "formula": "CH4Cl2NPS",
  "method": "ωB97M-V/def2-TZVPD",
  "homo_energy_ev": [-7.8, -7.8],
  "e_above_lowest_kj_mol": 335.0,
  "gap_ev": [6.2, 6.2],
  "elements": ["C", "N", "P", "S", "Cl", "Cl", "H", "H", "H", "H"],
  "xyz": [[-0.01250, 0.06490, -0.14884], [0.32412, 0.39841, 1.11764], [1.14159, 1.90562, 1.65777], [-2.02119, 1.76638, -1.18078], [1.03234, 1.37594, 3.60844], [2.98914, 1.33373, 1.01311], [-1.21707, 0.80113, -0.66809], [0.58121, 0.23249, -0.93717], [-0.51776, -0.94906, -0.12877], [-0.39285, 0.10102, 1.73821]],
  "forces_ev_per_angstrom": [[-2.437, -2.121, 3.334], [-0.052, 1.113, -1.282], [-0.587, -0.448, -0.887], [-0.040, 0.617, -0.173], [0.228, -0.080, 0.351], [0.202, 0.004, 0.149], [0.625, -1.288, 0.720], [2.281, 1.005, -2.658], [0.167, 1.523, -0.538], [-0.387, -0.325, 0.983]],
  "mulliken_charge": [-0.6114, -0.1677, 0.4446, -0.4027, -0.1755, -0.1720, -0.0162, 0.4223, 0.3170, 0.3616]
}



| no. | calculated total energy (eV) |
| --- | --- |
| 1 | -74553.213 |
| 2 | -38015.343 |
| 3 | -47758.996 |